Record 1
The following is a quantum chemistry calculation of C4H4N2OS in the gas phase at a distorted geometry, from OMol25.

Properties
largest force on an atom	3.7	eV/A
highest occupied orbital energy	-8.44	eV
energy	-737.61682	hartree
LUMO	-0.018	Ha
energy above the lowest of the compared OMol25 structures with the same formula, charge and spin	95.8	kcal/mol
SMILES	C=Cn1ncc(=S)o1

Element x y z (Å)
C: -2.497 -0.101 -0.126
C: -1.358 -0.774 0.072
C: 1.581 1.116 0.163
C: 2.127 -0.178 -0.047
H: -2.264 0.915 -0.418
H: -3.436 -0.534 -0.245
H: -1.346 -1.849 0.482
H: 2.128 1.974 0.110
N: -0.018 -0.220 -0.044
N: 0.272 1.077 0.039
O: 1.098 -1.041 0.094
S: 3.714 -0.386 -0.081

Atom charges from the natural (NBO) analysis, given in e for atoms 1 to 8: atom 1 (C): -0.431, atom 2 (C): -0.027, atom 3 (C): -0.098, atom 4 (C): 0.089, atom 5 (H): 0.217, atom 6 (H): 0.227, atom 7 (H): 0.229, atom 8 (H): 0.225

***

Record 2
The following is a quantum chemistry calculation of a molecular structure, C39H42BaCl2N5O2P at a distorted geometry, from OMol25.

Properties
largest force on an atom	4.3	eV/A
highest occupied orbital energy	-7.13	eV
energy	-3222.88937	hartree
LUMO	0.018	Ha
energy above the lowest of the compared OMol25 structures with the same formula, charge and spin	31.2	kcal/mol

Element x y z (Å)
Ba: 0.297 -0.091 0.171
C: -0.101 -4.443 0.635
N: 0.573 -3.214 1.005
C: 0.164 -2.820 2.342
C: -1.306 -2.400 2.347
C: -1.533 -1.166 3.202
N: -0.805 -0.037 2.672
C: -0.897 1.048 3.348
C: -0.145 2.243 3.176
C: -0.431 3.327 4.026
C: 0.330 4.468 4.032
C: 1.451 4.535 3.201
C: 1.764 3.493 2.372
C: 0.967 2.318 2.272
O: 1.251 1.387 1.451
C: 2.017 -3.321 0.896
C: 2.506 -3.620 -0.518
C: 2.269 -2.489 -1.525
N: 0.940 -1.958 -1.577
C: 0.309 -2.057 -2.685
C: -1.000 -1.582 -2.985
C: -1.472 -1.763 -4.296
C: -2.734 -1.381 -4.673
C: -3.590 -0.831 -3.715
C: -3.167 -0.639 -2.428
C: -1.850 -0.970 -2.003
O: -1.461 -0.718 -0.821
H: 0.200 -5.290 1.275
H: 0.095 -4.687 -0.405
H: -1.172 -4.300 0.733
H: 0.771 -1.966 2.642
H: 0.345 -3.632 3.072
H: -1.939 -3.210 2.710
H: -1.588 -2.149 1.326
H: -1.206 -1.368 4.232
H: -2.607 -0.941 3.232
H: -1.570 1.068 4.221
H: -1.277 3.250 4.700
H: 0.086 5.290 4.691
H: 2.080 5.418 3.223
H: 2.643 3.540 1.749
H: 2.408 -4.107 1.574
H: 2.440 -2.361 1.205
H: 2.057 -4.545 -0.880
H: 3.587 -3.777 -0.465
H: 2.589 -2.852 -2.520
H: 2.919 -1.658 -1.239
H: 0.808 -2.551 -3.537
H: -0.809 -2.226 -5.018
H: -3.074 -1.513 -5.689
H: -4.600 -0.562 -3.991
H: -3.837 -0.231 -1.681
N: 3.780 2.319 -0.900
P: 3.201 0.721 -1.022
C: 3.440 0.551 -2.842
C: 4.695 0.661 -3.437
C: 4.823 0.576 -4.810
C: 3.701 0.403 -5.605
C: 2.448 0.332 -5.023
C: 2.318 0.403 -3.646
C: 4.728 -0.108 -0.405
C: 5.337 -1.183 -1.052
C: 6.429 -1.819 -0.485
C: 6.917 -1.412 0.746
C: 6.306 -0.358 1.405
C: 5.221 0.286 0.837
C: 2.944 3.395 -0.768
C: 3.472 4.676 -0.553
C: 2.597 5.712 -0.310
C: 1.233 5.446 -0.300
C: 0.815 4.159 -0.586
N: 1.639 3.153 -0.840
H: 4.774 2.510 -0.932
H: 5.572 0.816 -2.821
H: 5.804 0.631 -5.259
H: 3.811 0.332 -6.676
H: 1.569 0.214 -5.638
H: 1.340 0.349 -3.190
H: 4.969 -1.529 -2.009
H: 6.906 -2.632 -1.011
H: 7.753 -1.927 1.199
H: 6.679 -0.040 2.367
H: 4.732 1.098 1.357
H: 4.542 4.830 -0.560
H: 2.967 6.710 -0.123
H: 0.513 6.216 -0.074
H: -0.239 3.927 -0.609
Cl: -2.148 2.193 0.164
C: -2.338 2.509 -1.568
Cl: -0.877 2.036 -2.426
H: -2.518 3.575 -1.711
H: -3.155 1.903 -1.956

Atom charges from the Mulliken analysis, given in e for atoms 1 to 8: atom 1 (Ba): 1.532, atom 2 (C): -1.426, atom 3 (N): 0.939, atom 4 (C): -0.889, atom 5 (C): -0.254, atom 6 (C): -1.735, atom 7 (N): 0.566, atom 8 (C): -1.254

***

Record 3
The following is a quantum chemistry calculation of a gas-phase ion, C5H9N2O3S (charge -1) at a distorted geometry, from OMol25.

Properties
largest force on an atom	3.3	eV/A
highest occupied orbital energy	-3.25	eV
energy	-929.21423	hartree
charge	-1
LUMO	0.132	Ha
energy above the lowest of the compared OMol25 structures with the same formula, charge and spin	58.8	kcal/mol
SMILES	[H]/N=N\C[C@@H]1CCC1=[S@](=O)([O-])O

Element x y z (Å)
C: -0.706 -1.369 -0.704
C: 0.100 -1.607 0.520
C: -1.321 1.337 -0.505
C: -0.366 0.119 -0.629
C: 0.511 -0.202 0.630
N: -2.584 0.982 0.135
N: -2.675 0.926 1.362
O: 2.337 -0.455 -1.394
O: 2.191 1.587 0.078
O: 3.227 -0.351 0.875
S: 2.116 0.013 -0.019
H: -0.356 -2.020 -1.477
H: -1.765 -1.640 -0.572
H: -0.348 -1.958 1.465
H: 0.923 -2.291 0.277
H: -0.660 2.139 -0.061
H: -1.569 1.653 -1.584
H: 0.293 0.566 -1.445
H: 2.489 1.650 1.075
H: -1.838 0.922 1.973

Atom charges from the natural (NBO) analysis, given in e for atoms 1 to 8: atom 1 (C): -0.417, atom 2 (C): -0.444, atom 3 (C): -0.297, atom 4 (C): -0.254, atom 5 (C): -0.694, atom 6 (N): -0.116, atom 7 (N): -0.359, atom 8 (O): -0.985

***

Record 4
The following is a quantum chemistry calculation of 2 unconnected molecules or ions with the total composition C4H14N2O at a distorted geometry, from OMol25.

Properties
largest force on an atom	1.1	eV/A
highest occupied orbital energy	-8.53	eV
energy	-345.52380	hartree
LUMO	0.033	Ha
energy above the lowest of the compared OMol25 structures with the same formula, charge and spin	32.9	kcal/mol
SMILES	CNCCCN.O

Element x y z (Å)
C: 2.038 -1.057 -1.337
N: 0.587 -1.013 -1.406
C: -0.040 -1.080 -0.073
C: -1.516 -0.706 -0.150
C: -1.735 0.749 -0.510
N: -0.972 1.641 0.379
H: 2.446 -2.053 -1.129
H: 2.416 -0.418 -0.545
H: 2.508 -0.730 -2.262
H: 0.282 -1.837 -1.912
H: 0.039 -2.076 0.371
H: 0.512 -0.378 0.554
H: -2.070 -1.397 -0.785
H: -1.927 -0.852 0.850
H: -1.473 0.972 -1.550
H: -2.790 1.038 -0.490
H: -1.603 2.118 1.017
H: -0.589 2.407 -0.163
H: 1.928 1.957 3.270
H: 0.571 1.293 3.187
O: 1.387 1.422 2.684

Atom charges from the natural (NBO) analysis, given in e for atoms 1 to 8: atom 1 (C): -0.413, atom 2 (N): -0.627, atom 3 (C): -0.229, atom 4 (C): -0.411, atom 5 (C): -0.224, atom 6 (N): -0.841, atom 7 (H): 0.160, atom 8 (H): 0.199

***

Record 5
The following is a quantum chemistry calculation of a molecular structure, C13H15CrN6PS3, from OMol25.

Properties
largest force on an atom	0.9	eV/A
highest occupied orbital energy (alpha / beta)	-6.83 / -6.86	eV
energy	-3413.27407	hartree
LUMO (alpha / beta)	0.004 / -0.037	Ha
<S²>	6.0859
energy above the lowest of the compared OMol25 structures with the same formula, charge and spin	52.5	kcal/mol
spin multiplicity	5

Element x y z (Å)
Cr: 0.011 -1.608 -1.235
C: -3.342 0.337 2.220
N: -3.065 -0.304 0.943
C: -3.982 -1.037 0.193
C: -3.284 -1.531 -0.859
N: -1.976 -1.123 -0.754
C: -1.851 -0.401 0.369
P: 0.047 -0.001 1.020
C: 0.043 1.022 -0.547
N: 0.052 0.461 -1.741
C: 0.044 1.465 -2.681
C: 0.031 2.660 -2.033
N: 0.029 2.364 -0.676
C: 0.014 3.318 0.428
C: 1.921 -0.444 0.354
N: 2.024 -1.191 -0.752
C: 3.335 -1.576 -0.893
C: 4.056 -1.043 0.124
N: 3.151 -0.313 0.888
C: 3.457 0.379 2.133
H: -4.315 0.002 2.571
H: -2.588 0.055 2.951
H: -3.360 1.421 2.115
H: -5.021 -1.108 0.464
H: -3.639 -2.140 -1.675
H: 0.049 1.275 -3.742
H: 0.023 3.674 -2.394
H: 0.018 4.325 0.020
H: -0.879 3.182 1.035
H: 0.892 3.186 1.057
H: 3.673 -2.197 -1.706
H: 5.105 -1.089 0.364
H: 4.438 0.060 2.474
H: 3.469 1.458 1.982
H: 2.720 0.126 2.891
S: -0.990 -4.785 -0.945
C: -0.405 -3.667 -1.849
S: 0.020 -2.194 1.137
S: 0.075 -3.016 -3.252

Atom charges from the natural (NBO) analysis, given in e for atoms 1 to 8: atom 1 (Cr): 0.876, atom 2 (C): -0.393, atom 3 (N): -0.380, atom 4 (C): -0.115, atom 5 (C): -0.070, atom 6 (N): -0.599, atom 7 (C): 0.179, atom 8 (P): 0.613

***

Record 6
The following is a quantum chemistry calculation of C5H9FO in the gas phase at a distorted geometry, from OMol25.

Properties
largest force on an atom	4.2	eV/A
highest occupied orbital energy	-10.84	eV
energy	-370.95499	hartree
LUMO	0.033	Ha
energy above the lowest of the compared OMol25 structures with the same formula, charge and spin	36.8	kcal/mol
SMILES	CC1(C)O[C@@]1(C)F

Element x y z (Å)
C: 0.483 0.052 0.093
C: -0.731 0.371 -0.595
C: 1.878 0.097 -0.549
C: 0.472 -0.503 1.539
C: -2.140 -0.055 -0.602
O: -0.148 1.422 0.111
F: -0.421 0.596 -2.130
H: 2.565 0.665 0.172
H: 1.759 0.763 -1.504
H: 2.279 -0.980 -0.605
H: 1.210 -1.279 1.596
H: -0.532 -0.773 1.977
H: 0.878 0.226 2.207
H: -2.885 0.710 -0.991
H: -2.515 -0.337 0.457
H: -2.152 -0.975 -1.176

Atom charges from the natural (NBO) analysis, given in e for atoms 1 to 8: atom 1 (C): 0.186, atom 2 (C): 0.587, atom 3 (C): -0.645, atom 4 (C): -0.636, atom 5 (C): -0.672, atom 6 (O): -0.478, atom 7 (F): -0.454, atom 8 (H): 0.223

***

Record 7
The following is a quantum chemistry calculation of C5H12NO in the gas phase at a distorted geometry, from OMol25.

Properties
largest force on an atom	5.7	eV/A
highest occupied orbital energy (alpha / beta)	-9.10 / -9.10	eV
energy	-327.56292	hartree
LUMO (alpha / beta)	0.037 / -0.058	Ha
<S²>	0.7544
energy above the lowest of the compared OMol25 structures with the same formula, charge and spin	40.3	kcal/mol
spin multiplicity	2

Element x y z (Å)
C: 1.355 -1.663 -2.083
C: 1.341 -0.668 -0.816
N: -0.020 -0.100 -0.760
C: 0.773 0.796 1.539
C: -0.142 0.877 0.342
C: -1.569 1.077 0.896
O: -2.148 -0.128 0.851
H: 0.897 -1.168 -2.898
H: 0.816 -2.541 -1.775
H: 2.389 -1.972 -2.293
H: 1.926 0.180 -1.096
H: 1.669 -1.157 0.084
H: -0.743 -0.807 -0.478
H: 0.775 1.458 2.356
H: 0.439 -0.157 2.114
H: 1.849 0.493 1.415
H: 0.301 1.675 -0.215
H: -1.516 1.555 1.912
H: -2.026 1.649 0.119

Atom charges from the natural (NBO) analysis, given in e for atoms 1 to 8: atom 1 (C): -0.603, atom 2 (C): -0.214, atom 3 (N): -0.616, atom 4 (C): -0.651, atom 5 (C): -0.071, atom 6 (C): -0.132, atom 7 (O): -0.300, atom 8 (H): 0.215

***

Record 8
The following is a quantum chemistry calculation of 2 unconnected molecules or ions with the total composition C5H13NO at a distorted geometry, from OMol25.

Properties
largest force on an atom	2.8	eV/A
highest occupied orbital energy	-9.03	eV
energy	-328.23467	hartree
LUMO	0.024	Ha
energy above the lowest of the compared OMol25 structures with the same formula, charge and spin	52.8	kcal/mol
SMILES	C=CCCCN.O

Element x y z (Å)
C: 1.469 -0.692 0.160
C: 0.954 0.677 0.447
C: -0.525 0.812 0.966
C: -0.591 1.837 3.193
C: -0.670 1.974 1.864
N: 0.973 -1.183 -1.128
H: 1.166 -1.426 0.924
H: 2.565 -0.633 0.276
H: 1.488 1.166 1.286
H: 1.111 1.410 -0.360
H: -0.805 -0.105 1.557
H: -1.110 0.975 -0.004
H: -0.295 2.799 3.628
H: -0.388 0.892 3.677
H: -0.798 2.946 1.385
H: 1.338 -2.104 -1.311
H: -0.001 -1.020 -1.343
H: -1.258 -2.644 -5.480
H: -2.463 -2.767 -4.420
O: -2.159 -2.915 -5.315

Atom charges from the natural (NBO) analysis, given in e for atoms 1 to 8: atom 1 (C): -0.217, atom 2 (C): -0.404, atom 3 (C): -0.451, atom 4 (C): -0.430, atom 5 (C): -0.154, atom 6 (N): -0.869, atom 7 (H): 0.163, atom 8 (H): 0.196